ORCA calculation (ωB97M-V/def2-TZVPD) on an isolated ion of composition C5H11N4 and charge +1 at a distorted geometry.

The structure (SMILES) is C=C/N=C\NC(=[NH2+])CN. Its net charge is +1. The calculation puts the energy at -415.8865 Eh. For the LUMO energy, the calculation gives -3.737 eV.

```
20
Properties=species:S:1:pos:R:3:nbo_charge:R:1
C 2.75721 -0.22693 0.00953 -0.0996
C 1.39991 1.68834 -0.34895 0.2697
C 2.34245 -0.83414 1.12037 -0.3977
C -0.43242 0.03525 -0.63328 0.5611
C -1.88201 -0.17317 -0.25519 -0.2978
N 2.48300 1.07270 -0.31734 -0.3779
N 0.08709 1.16130 -0.21219 -0.5855
N 0.19406 -0.85548 -1.36966 -0.7082
N -2.29270 0.90998 0.62220 -0.8458
H 3.50142 -0.67954 -0.63353 0.2270
H 1.40402 2.76366 -0.49144 0.2091
H 2.72911 -1.79236 1.41250 0.2282
H 1.68013 -0.33975 1.81408 0.1968
H -2.47248 -0.16967 -1.17706 0.2504
H -1.98958 -1.17200 0.19071 0.2352
H -0.64199 1.72560 0.26384 0.4669
H -0.26809 -1.70063 -1.66840 0.4324
H 1.16964 -0.74274 -1.61217 0.4373
H -2.28138 0.64250 1.59900 0.3936
H -3.21594 1.25919 0.40338 0.4048
```

---

ORCA calculation (ωB97M-V/def2-TZVPD) on an isolated ion of composition C5H11N4 and charge +1 at a distorted geometry.

Its net charge is +1. The calculation puts the energy at -415.7206 Eh. For the LUMO energy (spin up / spin down), the calculation gives -4.833 / -4.833 eV.

```
20
Properties=species:S:1:pos:R:3:nbo_charge:R:1
C -1.29351 -1.62680 0.10527 0.2238
C -0.07475 0.30245 0.43078 0.4108
C 1.09254 -1.64331 -0.55806 -0.4466
C -3.26879 1.34530 -0.27848 -0.4789
C 2.36144 0.98582 0.78370 -0.4144
N -2.29732 -0.87359 -0.00482 -0.1055
N -0.02857 -0.98026 0.04392 -0.4515
N -2.50414 0.31392 0.33748 -0.0134
N 0.86040 1.17451 0.68043 -0.5541
H -1.38649 -2.72900 -0.02320 0.2507
H 0.72973 -2.61253 -1.03462 0.2348
H 1.57062 -1.19435 -1.42940 0.2431
H 1.83693 -1.96398 0.24450 0.2262
H -4.10334 1.43590 0.51332 0.2685
H -2.75711 2.32575 -0.30003 0.2694
H -3.68319 1.08540 -1.32982 0.2299
H 2.79583 1.53881 1.57194 0.2351
H 2.56053 -0.01875 0.92732 0.2094
H 2.76409 1.33155 -0.15399 0.2237
H 0.37917 2.02001 1.09066 0.4389
```

---

ORCA calculation (ωB97M-V/def2-TZVPD) on C5H11N5 as an isolated structure at a distorted geometry.

Its net charge is 0. The calculation puts the energy at -470.5573 Eh. For the LUMO energy, the calculation gives 0.048 eV.

```
21
Properties=species:S:1:pos:R:3:nbo_charge:R:1
C 1.57539 0.35021 0.38131 0.2359
C -0.41560 1.58380 -0.11047 -0.1813
C -1.30055 0.31785 -0.44334 -0.3813
C -2.39691 0.32566 0.55073 0.2916
C -0.45716 -1.04319 -0.17873 0.0744
H 3.20587 -0.98744 -0.24814 0.3993
H 1.83042 -0.50224 -1.61554 0.4161
H 2.13369 0.69439 1.17443 0.1840
H 1.45921 2.28876 -0.59817 0.3826
H -0.82091 2.49755 -0.66843 0.2255
H -0.55625 1.55767 0.98932 0.1521
H -1.41445 0.22981 -1.50759 0.2591
H 0.14331 -1.37948 -1.05025 0.1938
H -0.31188 -2.74622 1.06369 0.4001
H -1.53527 -2.91135 -0.86311 0.3144
H -0.44978 0.44942 1.66628 0.3318
N 2.36993 -0.37216 -0.66262 -0.9201
N 0.84821 1.33777 -0.62701 -0.6518
N -3.12740 0.88595 1.33988 -0.3131
N -1.25920 -2.05132 0.36048 -0.7822
N 0.47933 -0.52541 1.04729 -0.6310
```

---

ORCA calculation (ωB97M-V/def2-TZVPD) on a 2-piece molecular cluster, C5H11N5S overall at a distorted geometry.

Its net charge is 0. The calculation puts the energy at -868.9231 Eh. For the LUMO energy (spin up / spin down), the calculation gives 0.018 / 0.018 eV.

```
22
Properties=species:S:1:pos:R:3:nbo_charge:R:1
C -3.52844 0.05165 -0.35062 0.1086
C 1.57833 -1.46919 1.25281 -0.4076
C 1.85406 1.07260 0.80634 -0.4343
C 0.69681 0.70510 -1.55367 -0.7866
C 0.68287 -0.39701 -0.63562 0.3082
N -3.54037 -1.22321 -0.02843 -0.2709
N -2.32878 -1.46507 0.39309 -0.1329
N -2.21561 0.56063 -0.20555 -0.3051
N -1.53885 -0.40766 0.36739 -0.1432
N 1.30606 -0.27749 0.51855 -0.3211
S -1.77655 2.17660 -0.38629 -0.2007
H -4.33744 0.42058 -0.94965 0.2178
H 2.58312 -1.42754 1.71750 0.2142
H 0.81077 -1.49623 1.92861 0.2262
H 1.64057 -2.39530 0.59764 0.2180
H 2.69241 1.20092 0.10491 0.2140
H 0.93643 1.61996 0.75842 0.2596
H 2.23613 1.04923 1.84438 0.2193
H -0.38359 1.24311 -1.36484 0.2918
H 0.81805 0.51511 -2.62201 0.2557
H 1.53762 1.35556 -1.29328 0.2272
H 0.27642 -1.41234 -0.89969 0.2417
```

---

ORCA calculation (ωB97M-V/def2-TZVPD) on a 2-piece molecular cluster, C5H11NO overall at a distorted geometry.

The spin multiplicity is 2. Its net charge is -1. The calculation puts the energy at -326.9936 Eh. For the LUMO energy (spin up / spin down), the calculation gives 4.024 / 3.946 eV.

```
18
Properties=species:S:1:pos:R:3:nbo_charge:R:1
C 1.97697 0.71610 -0.52007 -0.4223
N 0.75384 -0.06701 -0.51018 -0.6558
C -0.50513 0.63406 -0.27079 0.0184
C -0.59139 1.91120 0.31714 -0.7849
C -2.68443 -0.43885 0.12705 -0.5728
C -1.61423 -0.17412 -0.65880 -0.2456
H 2.72124 0.42284 -1.24556 0.1785
H 2.43541 0.76580 0.46620 0.1737
H 1.77988 1.78940 -0.62752 0.1899
H 0.67005 -0.54490 -1.40692 0.3470
H 0.10304 2.70819 0.04408 0.1559
H -1.21504 2.20457 1.15699 0.1731
H -2.63191 -0.00412 1.11493 0.1755
H -3.50250 -1.11832 -0.09699 0.1675
H -1.51817 -0.70176 -1.62345 0.1396
H 1.25969 -1.57426 0.66752 0.4998
H 2.08091 -1.55746 1.94167 0.4526
O 1.74625 -2.17419 1.28416 -0.9902
```

---

ORCA calculation (ωB97M-V/def2-TZVPD) on an isolated ion of composition C5H11NO and charge -1 at a distorted geometry.

The spin multiplicity is 2. Its net charge is -1. The calculation puts the energy at -326.9956 Eh. For the LUMO energy (spin up / spin down), the calculation gives 4.042 / 3.986 eV.

```
18
Properties=species:S:1:pos:R:3:nbo_charge:R:1
C -1.85940 -0.39757 0.69242 -0.7748
C -0.52472 -1.08109 1.07800 0.6889
N 0.55555 -0.67374 0.32189 -0.4941
C 0.32833 -0.34574 -1.07386 -0.3939
C -0.02121 1.17491 -1.33895 -1.1001
C 1.67929 0.05748 0.80061 -0.5139
O -0.38486 -1.71876 2.15159 -0.6309
H -1.70963 0.62556 0.70294 0.2283
H -2.02441 -0.80243 -0.30464 0.2203
H -2.68815 -0.92642 1.32982 0.2215
H 1.33002 -0.38140 -1.63160 0.1983
H -0.44810 -1.06746 -1.35683 0.1927
H 1.08825 1.71011 -1.32519 0.1624
H -0.30543 1.41741 -2.39129 0.2072
H -0.81663 1.64198 -0.70001 0.1880
H 2.61287 -0.44475 0.52371 0.1910
H 1.50082 0.03756 1.88275 0.2079
H 1.68742 1.17435 0.63863 0.2011
```